The following is a quantum chemistry calculation of a structure of composition C26H51InO25 at a distorted geometry, from the OMol25 dataset.

Each line ends with the Löwdin charge.
Positions of all 103 atoms, in Å:
1 In -4.134 -0.699 -0.465  1.209
2 C -0.135 0.299 0.650  -0.064
3 O -1.378 0.609 0.041  -0.002
4 H -0.218 -0.491 1.396  0.135
5 H 0.737 0.024 0.057  0.078
6 H 0.236 1.079 1.316  0.131
7 C 3.054 -3.212 1.808  -0.024
8 C 2.871 -4.180 2.923  -0.299
9 C 2.705 -5.688 2.816  -0.072
10 O 3.862 -6.251 3.447  0.084
11 C 4.725 -5.314 3.871  -0.498
12 O 5.813 -5.539 4.389  0.163
13 O 4.180 -4.109 3.548  0.074
14 H 3.489 -2.265 2.127  0.068
15 H 2.077 -2.936 1.411  0.063
16 H 3.524 -3.621 0.913  0.103
17 H 1.946 -3.886 3.419  0.142
18 H 2.618 -5.855 1.743  0.137
19 H 1.813 -6.024 3.344  0.136
20 C -2.053 3.776 -0.238  -0.072
21 O -3.333 4.338 -0.413  -0.022
22 C -4.432 3.446 -0.907  -0.454
23 O -4.312 2.289 -1.094  0.047
24 O -5.460 4.268 -1.241  0.021
25 C -6.679 3.677 -1.579  -0.046
26 H -1.194 4.432 -0.098  0.090
27 H -1.911 3.248 -1.181  0.081
28 H -2.086 3.110 0.625  0.086
29 H -7.450 3.755 -0.813  0.104
30 H -6.563 2.605 -1.741  0.089
31 H -6.966 4.066 -2.556  0.114
32 C -6.516 2.977 2.262  -0.018
33 O -5.392 2.848 3.103  0.006
34 C -4.629 1.733 3.097  -0.475
35 O -4.595 0.846 2.221  -0.017
36 O -3.668 1.940 4.079  0.001
37 C -2.609 0.967 4.100  -0.041
38 H -6.846 3.991 2.485  0.120
39 H -7.231 2.157 2.333  0.112
40 H -6.178 2.900 1.229  0.067
41 H -2.845 -0.091 3.979  0.088
42 H -2.187 0.898 5.102  0.103
43 H -1.914 1.336 3.345  0.080
44 C 3.758 0.356 1.510  -0.040
45 O 5.032 -0.173 1.855  0.027
46 C 6.151 0.492 1.651  -0.507
47 O 6.311 1.663 1.110  0.131
48 O 7.069 -0.256 2.218  0.018
49 C 8.393 0.306 2.489  0.034
50 H 2.916 -0.107 2.025  0.082
51 H 3.633 0.255 0.432  0.100
52 H 3.682 1.371 1.898  0.083
53 H 8.256 1.311 2.890  0.102
54 H 8.914 0.209 1.536  0.112
55 H 8.700 -0.288 3.349  0.106
56 C 1.283 -2.391 -5.906  -0.092
57 O 1.356 -1.043 -6.141  0.009
58 C 1.663 -0.124 -5.141  -0.552
59 O 1.704 1.071 -5.395  0.130
60 O 1.820 -0.683 -3.975  -0.004
61 C 2.106 0.013 -2.749  -0.004
62 H 0.639 -2.542 -5.040  0.085
63 H 2.290 -2.740 -5.679  0.099
64 H 1.144 -3.179 -6.647  0.107
65 H 1.966 1.084 -2.895  0.072
66 H 3.140 -0.145 -2.444  0.111
67 H 1.329 -0.160 -2.005  0.067
68 C -1.149 1.573 -3.960  -0.070
69 O -1.788 0.694 -4.710  0.056
70 C -2.185 -0.460 -4.255  -0.594
71 O -2.315 -0.698 -3.064  0.004
72 O -2.534 -1.212 -5.280  0.030
73 C -2.923 -2.604 -5.177  0.016
74 H -0.164 1.113 -3.876  0.079
75 H -1.621 1.776 -2.999  0.088
76 H -0.995 2.505 -4.505  0.128
77 H -3.923 -2.561 -4.745  0.097
78 H -2.266 -3.038 -4.422  0.083
79 H -2.915 -3.204 -6.087  0.110
80 C 1.747 3.994 -1.503  -0.066
81 O 1.713 4.374 -0.179  -0.056
82 C 2.570 3.693 0.700  -0.471
83 O 3.569 3.107 0.345  0.154
84 O 1.947 3.404 1.878  -0.013
85 C 0.646 3.980 2.219  -0.005
86 H 1.493 2.952 -1.696  0.081
87 H 2.716 4.301 -1.896  0.116
88 H 0.973 4.609 -1.962  0.106
89 H 0.007 3.892 1.341  0.047
90 H 0.718 4.948 2.714  0.114
91 H 0.112 3.390 2.965  0.086
92 C -0.544 -3.241 -1.028  -0.008
93 O -0.625 -3.839 0.282  -0.008
94 C -1.544 -3.435 1.199  -0.574
95 O -2.282 -2.444 1.112  -0.053
96 O -1.314 -4.079 2.304  0.015
97 C -2.228 -4.019 3.434  0.026
98 H 0.452 -3.517 -1.374  0.106
99 H -0.725 -2.167 -0.993  0.066
100 H -1.252 -3.709 -1.712  0.100
101 H -3.221 -4.228 3.036  0.108
102 H -2.120 -2.989 3.776  0.087
103 H -2.020 -4.616 4.322  0.108

## Properties
Kohn-Sham gap: 1.7209 eV
charge: +2
strongest force on any atom: 5.32 eV/Å
LUMO level: -12.5533 eV


The following is a quantum chemistry calculation of a structure of composition C46H44AuN3P2S3, from the OMol25 dataset.

Each line ends with the Löwdin charge.
Positions of all 99 atoms, in Å:
1 Au -0.430 2.025 -0.802  0.543
2 C -0.107 -1.184 0.752  -0.284
3 C -0.005 -0.667 2.197  -0.253
4 P -1.643 -0.166 2.828  1.074
5 C -2.091 -1.087 4.296  -0.347
6 C -3.436 -1.218 4.658  -0.113
7 C -3.769 -1.833 5.853  -0.040
8 C -2.769 -2.317 6.687  -0.032
9 C -1.433 -2.178 6.337  -0.042
10 C -1.089 -1.557 5.147  -0.064
11 C -1.809 1.580 3.074  -0.282
12 C -2.770 1.991 3.930  -0.049
13 C -3.074 3.382 4.188  -0.046
14 C -2.413 4.348 3.543  0.008
15 C -1.326 4.043 2.589  -0.205
16 C -0.914 2.567 2.348  -0.281
17 C -1.340 -2.071 0.578  -0.262
18 P -2.779 -1.109 1.112  1.062
19 C -4.132 -2.159 1.604  -0.348
20 C -5.438 -1.773 1.299  -0.060
21 C -6.494 -2.589 1.671  -0.040
22 C -6.248 -3.784 2.334  -0.032
23 C -4.946 -4.172 2.632  -0.045
24 C -3.885 -3.362 2.274  -0.089
25 C -3.270 0.122 -0.062  -0.385
26 C -3.933 1.268 0.387  -0.105
27 C -4.357 2.212 -0.529  -0.066
28 C -4.119 2.013 -1.883  -0.034
29 C -3.473 0.868 -2.330  -0.076
30 C -3.043 -0.086 -1.423  -0.103
31 H 0.795 -1.743 0.507  0.126
32 H -0.151 -0.341 0.060  0.019
33 H 0.682 0.177 2.270  0.085
34 H 0.357 -1.457 2.856  0.091
35 H -4.223 -0.848 4.014  0.108
36 H -4.808 -1.935 6.133  0.122
37 H -3.033 -2.799 7.619  0.123
38 H -0.657 -2.545 6.994  0.121
39 H -0.042 -1.434 4.903  0.107
40 H -3.373 1.259 4.457  0.098
41 H -3.860 3.611 4.893  0.115
42 H -2.668 5.390 3.692  0.133
43 H -0.468 4.696 2.746  0.159
44 H 0.141 2.347 2.542  0.132
45 H -1.294 -2.958 1.214  0.098
46 H -1.476 -2.413 -0.448  0.107
47 H -5.629 -0.852 0.763  0.108
48 H -7.507 -2.297 1.433  0.122
49 H -7.075 -4.423 2.615  0.122
50 H -4.760 -5.107 3.142  0.121
51 H -2.878 -3.666 2.528  0.107
52 H -4.102 1.432 1.444  0.106
53 H -4.846 3.114 -0.189  0.110
54 H -4.433 2.765 -2.595  0.125
55 H -3.295 0.721 -3.386  0.117
56 H -2.530 -0.970 -1.780  0.107
57 S 0.183 1.137 -2.863  0.654
58 C 1.868 1.211 -3.024  -0.622
59 N 2.447 0.935 -4.174  -0.095
60 C 3.892 1.123 -4.347  -0.086
61 C 4.302 2.350 -3.578  -0.096
62 N 3.940 2.146 -2.177  -0.096
63 C 4.895 2.560 -1.141  -0.117
64 C 5.699 1.409 -0.579  -0.232
65 C 5.733 1.188 0.790  -0.061
66 C 6.500 0.159 1.318  -0.069
67 C 7.227 -0.668 0.475  -0.074
68 C 7.196 -0.455 -0.896  -0.068
69 C 6.440 0.583 -1.418  -0.040
70 C 2.780 1.579 -1.862  -0.697
71 S 2.342 1.215 -0.307  0.713
72 C 1.750 0.394 -5.351  -0.108
73 C 2.303 -0.964 -5.711  -0.227
74 C 2.726 -1.227 -7.006  -0.034
75 C 3.225 -2.480 -7.338  -0.060
76 C 3.311 -3.469 -6.373  -0.068
77 C 2.893 -3.209 -5.073  -0.068
78 C 2.389 -1.962 -4.744  -0.043
79 H 4.081 1.247 -5.412  0.145
80 H 4.430 0.237 -4.004  0.142
81 H 3.818 3.247 -3.975  0.149
82 H 5.378 2.490 -3.638  0.132
83 H 4.342 3.058 -0.345  0.107
84 H 5.552 3.294 -1.610  0.138
85 H 5.155 1.827 1.447  0.109
86 H 6.530 0.003 2.388  0.108
87 H 7.826 -1.470 0.885  0.109
88 H 7.774 -1.087 -1.557  0.110
89 H 6.448 0.753 -2.490  0.103
90 H 1.899 1.096 -6.173  0.140
91 H 0.687 0.352 -5.135  0.075
92 H 2.665 -0.453 -7.763  0.118
93 H 3.550 -2.678 -8.351  0.113
94 H 3.705 -4.444 -6.629  0.111
95 H 2.961 -3.982 -4.319  0.107
96 H 2.060 -1.761 -3.729  0.112
97 S -2.323 5.107 0.059  0.635
98 C -1.681 4.018 1.087  -0.907
99 N -1.230 2.758 0.926  -0.159

## Properties
relative energy (zero: lowest compared OMol25 entry of this formula, charge and spin): 292.7 kJ/mol
Kohn-Sham gap: 6.0600 eV
charge: +2
strongest force on any atom: 0.25 eV/Å
LUMO level: -5.7183 eV


The following is a quantum chemistry calculation of a structure of composition C42H56BBrN2O5PRuS3Sb, from the OMol25 dataset.

Each line ends with the Löwdin charge.
Positions of all 113 atoms, in Å:
1 Ru -0.700 0.380 0.580  0.963
2 C -3.357 2.444 0.489  -0.027
3 O -2.930 1.142 0.025  -0.195
4 C -3.925 0.232 -0.253  -0.207
5 C -5.181 0.588 -0.689  -0.042
6 C -6.129 -0.406 -0.883  -0.678
7 Br -7.859 0.072 -1.454  0.790
8 C -5.826 -1.725 -0.640  -0.061
9 C -4.543 -2.073 -0.221  -0.052
10 C -3.587 -1.086 -0.031  -0.187
11 O -2.329 -1.364 0.401  -0.070
12 C -4.150 -3.447 0.096  -0.229
13 N -2.971 -3.725 0.590  0.161
14 C -2.960 -5.103 0.820  -0.178
15 C -1.975 -5.925 1.366  0.004
16 C -2.275 -7.267 1.500  -0.076
17 C -3.509 -7.796 1.080  -0.072
18 C -4.488 -6.990 0.533  -0.010
19 C -4.184 -5.636 0.427  -0.172
20 N -4.923 -4.551 -0.036  0.188
21 H -4.134 2.334 1.244  0.117
22 H -3.721 3.046 -0.339  0.095
23 H -2.483 2.917 0.923  0.060
24 H -5.437 1.622 -0.878  0.114
25 H -6.596 -2.478 -0.762  0.110
26 H -2.296 -2.378 0.616  0.077
27 H -1.016 -5.520 1.679  0.115
28 H -1.545 -7.936 1.941  0.095
29 H -3.694 -8.859 1.191  0.110
30 H -5.444 -7.391 0.211  0.116
31 H -5.853 -4.589 -0.410  0.161
32 S 2.629 -1.279 4.655  -0.148
33 Sb 2.426 -0.271 2.714  0.579
34 S 0.014 0.328 2.767  -0.114
35 S 1.010 -0.640 -0.738  0.580
36 O -0.246 2.277 -0.309  -0.519
37 P 0.144 3.718 -0.694  0.867
38 C 1.922 3.644 -1.022  -0.309
39 C 2.640 2.758 0.056  -0.195
40 C 3.630 3.565 0.891  -0.195
41 C 4.724 4.194 0.013  -0.172
42 C 4.169 4.659 -1.352  -0.171
43 C 2.671 4.965 -1.259  -0.186
44 C -0.351 4.858 0.620  -0.329
45 C 0.021 4.294 2.004  -0.201
46 C -0.368 5.294 3.090  -0.166
47 C 0.390 6.638 2.935  -0.171
48 C 1.053 6.783 1.559  -0.195
49 C 0.108 6.341 0.444  -0.175
50 C -0.914 4.086 -2.129  -0.329
51 C -0.508 3.249 -3.363  -0.173
52 C 0.507 3.963 -4.265  -0.185
53 C 0.025 5.365 -4.645  -0.188
54 C -0.213 6.213 -3.397  -0.191
55 C -1.243 5.551 -2.483  -0.170
56 H 1.926 3.081 -1.960  0.110
57 H 3.176 1.956 -0.453  0.117
58 H 1.906 2.273 0.693  0.039
59 H 4.084 2.920 1.643  0.105
60 H 3.098 4.349 1.436  0.085
61 H 5.528 3.472 -0.146  0.111
62 H 5.161 5.042 0.544  0.111
63 H 4.316 3.879 -2.107  0.118
64 H 4.708 5.540 -1.698  0.113
65 H 2.330 5.436 -2.179  0.089
66 H 2.501 5.673 -0.445  0.094
67 H -1.443 4.821 0.531  0.111
68 H 1.098 4.097 2.065  0.104
69 H -0.472 3.347 2.168  0.062
70 H -0.161 4.859 4.067  0.113
71 H -1.448 5.462 3.043  0.114
72 H 1.153 6.728 3.707  0.110
73 H -0.303 7.469 3.081  0.111
74 H 1.977 6.198 1.524  0.088
75 H 1.340 7.822 1.398  0.120
76 H 0.579 6.498 -0.530  0.083
77 H -0.771 6.988 0.468  0.122
78 H -1.822 3.638 -1.719  0.101
79 H -1.411 3.053 -3.948  0.124
80 H -0.129 2.275 -3.044  0.104
81 H 0.665 3.363 -5.163  0.118
82 H 1.477 4.048 -3.763  0.094
83 H -0.912 5.284 -5.208  0.119
84 H 0.754 5.850 -5.294  0.114
85 H -0.566 7.207 -3.676  0.118
86 H 0.731 6.351 -2.860  0.086
87 H -2.205 5.540 -3.007  0.126
88 H -1.384 6.142 -1.574  0.089
89 C 3.025 -8.383 -0.866  -0.047
90 C 2.571 -8.122 0.580  -0.557
91 C 1.217 -8.810 0.819  -0.051
92 C 3.596 -8.740 1.531  -0.070
93 C 2.414 -6.606 0.807  -0.153
94 C 3.042 -5.960 1.872  -0.009
95 C 2.952 -4.580 2.082  0.032
96 C 2.224 -3.874 1.166  -0.194
97 O 2.046 -2.499 1.061  -0.044
98 B 1.287 -2.312 -0.087  -1.070
99 O 0.933 -3.523 -0.660  0.154
100 C 1.568 -4.490 0.124  -0.175
101 C 1.623 -5.847 -0.076  0.062
102 H 3.248 -9.446 -1.002  0.088
103 H 3.929 -7.811 -1.098  0.095
104 H 2.253 -8.110 -1.591  0.078
105 H 1.306 -9.891 0.662  0.091
106 H 0.445 -8.428 0.145  0.076
107 H 0.890 -8.641 1.851  0.085
108 H 3.668 -9.811 1.327  0.088
109 H 3.302 -8.626 2.578  0.085
110 H 4.593 -8.306 1.395  0.095
111 H 3.642 -6.537 2.567  0.104
112 H 3.442 -4.092 2.916  0.113
113 H 1.081 -6.299 -0.902  0.134

## Properties
<S²>: 8.769
relative energy (zero: lowest compared OMol25 entry of this formula, charge and spin): 75.9 kJ/mol
Kohn-Sham gap (alpha / beta): 7.4489 / 6.5827 eV
charge: +1
strongest force on any atom: 0.76 eV/Å
multiplicity: 6
LUMO level (alpha / beta): -2.9509 / -3.9396 eV